{
  "formula": "C15H35N3O8P2SSc",
  "method": "ωB97M-V/def2-TZVPD",
  "species": ["Sc", "N", "C", "O", "C", "C", "H", "H", "H", "H", "H", "H", "C", "C", "O", "P", "O", "O", "O", "P", "O", "O", "O", "H", "H", "H", "H", "H", "H", "H", "C", "C", "C", "C", "C", "H", "H", "H", "H", "H", "H", "H", "H", "H", "H", "C", "N", "C", "C", "S", "N", "C", "C", "H", "H", "H", "H", "H", "H", "H", "H", "H", "H", "H", "H"],
  "positions_angstrom": [[0.59741, -0.55380, 0.27208], [-1.33272, 1.54721, 3.37382], [-0.42734, 0.80796, 2.71674], [-0.01984, 1.16753, 1.59609], [0.00469, -0.49154, 3.30987], [-0.27355, -1.54830, 2.21228], [-1.71620, 2.36175, 2.92421], [-1.70215, 1.23681, 4.25180], [-0.47398, -0.64511, 4.28394], [1.08337, -0.42115, 3.47980], [-1.35066, -1.75516, 2.21713], [0.23207, -2.46682, 2.49331], [3.30070, -1.65145, -2.93350], [2.44966, -2.17961, -1.77813], [2.57710, -3.62488, -1.70481], [0.49740, -1.90831, -2.44856], [-0.08459, -2.26638, -0.84307], [-1.27080, -1.76336, -2.76638], [0.70981, -0.28122, -2.39789], [3.17530, -1.58452, -0.22893], [2.37925, -2.51719, 0.86482], [4.64099, -1.72935, -0.13408], [2.54006, -0.20783, 0.14390], [2.75949, -1.74206, -3.88433], [4.22919, -2.22440, -2.99840], [3.56087, -0.59732, -2.79850], [1.80877, -3.97755, -2.18391], [-1.03534, -2.41242, -0.94657], [-1.38506, -1.55349, -3.69793], [2.60621, -3.42984, 0.63264], [-0.51289, 3.00806, -1.06107], [0.29463, 2.05480, -1.94481], [-0.07816, 2.26884, -3.41896], [1.78273, 2.37013, -1.78601], [-0.06130, 0.63969, -1.50770], [-0.39306, 4.04352, -1.40255], [-0.19211, 2.94441, -0.02081], [-1.58041, 2.75786, -1.08845], [0.15047, 3.29224, -3.74644], [-1.14613, 2.08833, -3.57742], [0.47474, 1.57432, -4.05415], [1.97325, 3.42783, -2.00956], [2.38144, 1.76021, -2.46805], [2.13227, 2.15885, -0.77531], [-1.12310, 0.49428, -1.74001], [-4.44411, 0.20757, 2.30037], [-4.74858, 1.18380, 1.26302], [-6.17117, 1.52251, 1.28137], [-4.30467, 0.84606, -0.03743], [-3.92185, -0.70521, -0.47966], [-4.23925, 1.91166, -0.87155], [-4.36444, 3.30055, -0.45486], [-4.00116, 1.75265, -2.30201], [-4.65267, 0.68130, 3.26323], [-3.39814, -0.07899, 2.25619], [-5.04614, -0.70267, 2.20465], [-6.78631, 0.62582, 1.12824], [-6.41207, 2.24151, 0.50021], [-6.42834, 1.96439, 2.24497], [-4.31190, 3.37846, 0.62379], [-5.30445, 3.73643, -0.80681], [-3.54428, 3.87169, -0.89394], [-3.78404, 0.71552, -2.53071], [-3.15259, 2.36727, -2.59614], [-4.88227, 2.08058, -2.86308]],
  "atomic_forces_ev_per_a": [[-0.4, 0.1, 0.3], [0.0, 0.3, 0.0], [0.1, -0.1, -0.3], [-0.1, -0.1, 0.3], [0.0, -0.1, -0.2], [-0.1, 0.5, 0.3], [0.0, 0.0, 0.0], [0.0, 0.0, 0.0], [0.0, 0.0, 0.1], [0.0, 0.0, 0.0], [-0.1, 0.0, -0.1], [0.1, -0.2, -0.1], [0.0, 0.0, 0.0], [0.1, 0.2, 0.0], [0.0, 0.1, 0.0], [0.0, 0.1, 0.0], [0.3, 0.0, -0.2], [-0.2, 0.1, -0.2], [-0.1, 0.0, 0.2], [0.3, 0.0, 0.2], [0.4, 0.0, -0.1], [0.1, 0.1, 0.0], [0.5, -0.4, -0.1], [0.0, -0.1, 0.0], [0.0, 0.0, 0.0], [-0.1, -0.1, 0.0], [0.0, 0.0, 0.0], [-0.1, 0.1, 0.0], [0.0, -0.1, 0.0], [-0.3, -0.1, 0.0], [-0.1, 0.1, 0.0], [0.1, 0.1, 0.0], [-0.1, 0.1, 0.0], [0.1, 0.0, 0.0], [-0.1, -0.3, -0.2], [0.0, 0.0, 0.0], [0.0, 0.0, 0.0], [0.1, 0.0, 0.0], [0.0, -0.1, 0.0], [0.0, 0.0, 0.0], [0.0, 0.0, 0.0], [0.0, -0.1, 0.0], [-0.1, 0.0, 0.1], [0.0, 0.0, 0.0], [-0.2, -0.1, -0.1], [-0.1, 0.0, 0.0], [0.0, -0.2, -0.1], [0.0, 0.1, 0.0], [0.1, 0.2, 0.0], [0.0, 0.0, 0.1], [0.0, 0.0, -0.2], [0.1, -0.2, -0.1], [-0.1, 0.0, 0.1], [0.0, 0.0, 0.0], [0.0, 0.0, 0.0], [0.0, 0.0, 0.0], [0.0, 0.0, 0.0], [0.0, 0.0, 0.1], [0.0, 0.0, 0.0], [0.0, 0.0, 0.1], [0.0, 0.0, 0.0], [0.0, 0.0, 0.0], [0.0, 0.0, 0.0], [0.1, 0.0, 0.0], [0.0, 0.0, 0.0]],
  "lumo_energy_ha": 0.078,
  "fmax_ev_per_a": 0.626,
  "e_above_lowest_kcal_mol": 23.8,
  "orbital_gap_ev": 5.486,
  "e_homo_ev": -3.355,
  "energy_ev": -87093.237,
  "total_charge": -1
}